# 1
C2H10NOS2 | ωB97M-V/def2-TZVPD

Each line ends with the natural charge from an NBO analysis.
CARTESIAN COORDINATES (ANGSTROEM)
N (-0.0364, 1.5661, 0.9065)  -0.747
C (1.0529, 0.4345, 1.0665)  -0.206
C (0.9297, -0.5787, -0.2156)  -0.547
S (1.6085, -2.2627, 0.0695)  0.132
S (0.9003, -3.3595, -1.3073)  -0.086
H (-0.8166, 1.1608, 0.1965)  0.482
H (0.4191, 2.3332, 0.4176)  0.442
H (-0.6461, 1.7812, 1.6996)  0.449
H (0.9358, -0.0926, 1.9786)  0.235
H (1.9912, 0.9386, 1.0679)  0.224
H (-0.1476, -0.7962, -0.2548)  0.210
H (1.3389, -0.2061, -1.0677)  0.225
H (-0.4428, -3.7254, -1.1155)  0.125
H (-2.6017, 0.1972, -0.9650)  0.509
H (-2.4467, 1.6239, -1.5159)  0.510
O (-2.0384, 0.9856, -0.9609)  -0.959

The gap between HOMO and LUMO is 8.69 eV. As for the multiplicity: 1. As for the molecular weight: 128.24 g/mol. As for the net charge: +1.


# 2
C4H4N2O2 | ωB97M-V/def2-TZVPD

Each line ends with the natural charge from an NBO analysis.
CARTESIAN COORDINATES (ANGSTROEM)
C (1.0381, -2.5466, -1.5936)  1.028
C (0.5451, 1.0765, 0.3194)  -0.502
C (-0.8326, 1.1437, 1.1574)  -0.288
C (-0.0143, -0.1895, -0.1032)  0.286
N (-1.8255, 0.5423, 0.2149)  -0.188
N (-1.1644, -0.1995, -0.6353)  -0.228
O (1.6733, -3.1845, -0.8659)  -0.517
O (0.4052, -1.9908, -2.3724)  -0.509
H (0.6217, 1.8002, -0.4254)  0.226
H (1.3596, 1.0952, 1.0151)  0.236
H (-0.8127, 0.3019, 1.8999)  0.227
H (-0.9936, 2.1512, 1.3891)  0.230

The gap between HOMO and LUMO (spin up / spin down) is 8.37 / 8.38 eV. As for the multiplicity: 1. As for the molecular weight: 112.09 g/mol. As for the net charge: 0.


# 3
C10H13O2 | ωB97M-V/def2-TZVPD

Each line ends with the natural charge from an NBO analysis.
CARTESIAN COORDINATES (ANGSTROEM)
C (0.5583, 2.6816, 1.2709)  -0.535
C (2.0617, 3.0281, 1.2246)  -0.599
C (0.1741, 2.3263, 2.8288)  0.781
O (0.2681, 3.2371, 3.6377)  -0.801
O (-0.2915, 1.2534, 2.9598)  -0.759
H (-0.2435, 3.3679, 0.8428)  0.182
H (0.4944, 1.7561, 0.7089)  0.168
H (2.3444, 3.9726, 1.3988)  0.190
H (2.3569, 2.5550, 0.1858)  0.167
H (2.4436, 2.4270, 2.1232)  0.211
C (1.1783, -2.6398, -0.3337)  -0.649
C (-0.2074, -0.5650, -0.9922)  -0.222
C (-0.0615, -1.9254, -0.9722)  0.030
C (-1.5999, -0.2077, -1.1106)  -0.169
C (-2.5646, -1.0683, -1.6233)  -0.257
C (-0.9246, -2.8330, -1.6928)  -0.244
C (-2.1123, -2.3335, -2.0173)  -0.213
H (0.5578, 0.1754, -0.9219)  0.233
H (-1.9408, 0.7977, -0.8919)  0.220
H (2.0415, -2.8279, -0.9942)  0.207
H (0.9513, -3.6426, -0.0231)  0.208
H (-3.6456, -0.8394, -1.7146)  0.214
H (-0.5167, -3.8344, -1.8094)  0.210
H (-2.8001, -2.9166, -2.6015)  0.191
H (1.4780, -1.9445, 0.5172)  0.238

The gap between HOMO and LUMO is 6.61 eV. As for the multiplicity: 1. As for the molecular weight: 165.21 g/mol. As for the net charge: -1.


# 4
C3H8N2 | ωB97M-V/def2-TZVPD

Each line ends with the natural charge from an NBO analysis.
CARTESIAN COORDINATES (ANGSTROEM)
C (1.4407, -1.2110, 0.1912)  -0.643
C (0.2751, -0.3250, -0.0761)  0.219
C (-1.0138, -0.8901, -0.6366)  -0.707
H (2.2198, -0.5735, 0.6165)  0.237
H (1.1199, -1.9423, 0.9581)  0.214
H (1.7962, -1.7436, -0.6892)  0.215
H (-1.5220, -0.0837, -1.2414)  0.231
H (-1.7107, -1.0617, 0.2387)  0.222
H (-0.9341, -1.8472, -1.2188)  0.233
H (-0.7280, 2.4775, 0.8414)  0.364
H (-1.6591, 1.2416, 0.2676)  0.335
N (0.3515, 0.8808, 0.3360)  -0.260
N (-0.7506, 1.7034, 0.1434)  -0.659

The gap between HOMO and LUMO is 9.77 eV. As for the multiplicity: 1. As for the molecular weight: 72.11 g/mol. As for the net charge: 0. The SMILES is CC(C)=NN.


# 5
C3H14N6 | ωB97M-V/def2-TZVPD

Each line ends with the natural charge from an NBO analysis.
CARTESIAN COORDINATES (ANGSTROEM)
C (0.2862, -1.6100, 0.9633)  -0.055
C (-1.5286, -0.3787, -0.1161)  -0.231
C (-1.3120, -0.7629, -1.5751)  -0.625
N (1.0490, 1.5445, -1.4634)  0.013
N (-0.2565, -0.3064, 0.6038)  -0.313
N (1.9673, 0.9491, -0.8413)  -0.462
N (0.6897, 2.7000, -0.9502)  -0.621
N (-0.2873, 0.5167, 1.7563)  -0.675
N (1.6424, -1.5329, 1.4315)  -0.831
H (2.1386, 0.0561, -1.3089)  0.325
H (1.2109, 3.1057, -0.1739)  0.370
H (0.0606, 3.2652, -1.4952)  0.387
H (-1.0751, 0.2662, 2.3701)  0.317
H (-0.4070, 1.4796, 1.4585)  0.353
H (1.6408, -0.9542, 2.3026)  0.369
H (2.2058, -1.0184, 0.7309)  0.359
H (0.2735, -2.2261, 0.0620)  0.182
H (-0.3227, -2.1045, 1.7429)  0.147
H (-1.9606, 0.6231, -0.0750)  0.192
H (-2.2313, -1.0796, 0.3712)  0.161
H (-0.4904, -0.1782, -1.9773)  0.228
H (-1.0802, -1.8078, -1.6757)  0.200
H (-2.2131, -0.5466, -2.1411)  0.209

The gap between HOMO and LUMO is 9.35 eV. As for the multiplicity: 1. As for the molecular weight: 134.19 g/mol. As for the net charge: 0. The SMILES is [H]/N=N/N.CCN(N)CN.


# 6
C2H11N2O2 | ωB97M-V/def2-TZVPD

Each line ends with the Löwdin spin population.
CARTESIAN COORDINATES (ANGSTROEM)
C (-1.2474, -0.8063, 1.5429)  0.018
N (0.4245, 1.2373, -1.0507)  0.175
C (-0.6008, 0.6572, -0.3412)  0.528
N (-0.3683, 0.1569, 0.9223)  0.168
H (-1.1951, -0.6726, 2.6227)  -0.001
H (-2.2542, -0.6867, 1.1235)  0.006
H (-0.9549, -1.8380, 1.3444)  0.004
H (1.1458, 1.7567, -0.5708)  0.019
H (0.2407, 1.5162, -2.0042)  0.002
H (-1.6592, 0.6204, -0.5888)  0.047
H (0.1278, 0.7518, 1.5739)  0.021
H (-1.6878, -0.8358, -3.5943)  0.000
H (-0.2196, -1.2960, -3.4583)  0.000
O (-0.9085, -0.7942, -3.0156)  0.008
H (2.5033, -0.5394, 2.9966)  0.000
H (3.2189, -0.0166, 1.7364)  0.000
O (2.3538, -0.1665, 2.1231)  0.003

The gap between HOMO and LUMO (spin up / spin down) is 5.26 / 8.81 eV. As for the expectation value of S²: 0.75. As for the multiplicity: 2. As for the molecular weight: 95.12 g/mol. As for the net charge: 0.


# 7
C5H14O3 | ωB97M-V/def2-TZVPD

Each line ends with the natural charge from an NBO analysis.
CARTESIAN COORDINATES (ANGSTROEM)
C (-0.9691, -1.1684, 1.6494)  -0.623
C (0.4124, -0.9380, 0.9434)  -0.009
C (1.4006, -1.8171, 1.1953)  -0.389
C (1.3872, 0.1514, -1.0768)  -0.388
C (0.5926, 0.2233, 0.0311)  -0.230
H (-1.1395, -0.1041, 1.9640)  0.207
H (-0.9049, -1.8179, 2.5405)  0.222
H (-1.6277, -1.5028, 0.9820)  0.202
H (1.1301, -2.4877, 1.9878)  0.197
H (2.3208, -1.6797, 0.8330)  0.193
H (1.7498, -0.8488, -1.4290)  0.203
H (1.3479, 1.0414, -1.7778)  0.201
H (0.0209, 1.1112, 0.1172)  0.207
H (-0.4018, 0.1587, -3.4272)  0.477
H (0.3515, -1.0848, -3.7634)  0.475
O (-0.6098, -0.7944, -3.6505)  -0.947
H (0.3569, 3.7101, 2.3039)  0.460
H (0.5790, 2.3516, 2.5524)  0.452
O (0.5573, 3.0873, 3.0560)  -0.910
H (-2.0432, 0.1311, -0.6619)  0.459
H (-2.1467, -0.1892, -2.2211)  0.500
O (-2.0143, 0.5202, -1.4623)  -0.958

The gap between HOMO and LUMO is 9.56 eV. As for the multiplicity: 1. As for the molecular weight: 122.16 g/mol. As for the net charge: 0. The SMILES is C=CC(=C)C.O.O.O.


For reference, ΔE to the lowest compared entry with this formula, charge and spin by record: 1.4571, 5.4919, 2.5042, 1.9983, 1.6370, 0.7322, 2.5323 eV.